1.
52
Properties=species:S:1:pos:R:3:forces:R:3 method="wB97M-V/def2-TZVPD" spin_multiplicity=3 e_lumo_ha="0.0973 / 0.0830" e_above_lowest_kj_mol=0.00 e_homo_ev="-2.950 / -3.418" total_charge=-1
O -0.590 -0.241 -1.373 -0.11 0.74 -2.33
C -1.048 0.955 -2.122 0.12 0.44 0.45
C -0.458 0.521 -3.440 0.31 -0.62 -0.08
H -0.614 1.900 -1.795 -0.30 -0.19 0.58
H -2.139 0.971 -2.137 0.00 0.20 0.18
C -0.263 -0.821 -2.715 0.10 -0.36 -0.88
H 0.497 0.958 -3.757 -0.27 0.19 0.44
H -1.136 0.506 -4.290 -0.10 -0.10 -0.02
C 1.140 -1.359 -2.786 0.38 -0.13 0.23
H 1.869 -0.556 -2.645 -0.12 -0.17 0.29
H 1.369 -1.784 -3.768 -0.33 -0.02 -0.01
H 1.266 -2.151 -2.043 0.18 0.09 0.06
C -1.300 -1.828 -3.190 -0.06 -0.34 0.32
H -2.292 -1.378 -3.262 -0.03 0.03 0.21
H -1.335 -2.662 -2.490 -0.14 -0.11 0.02
H -1.073 -2.231 -4.190 0.21 0.26 0.33
Pd -0.817 -0.440 1.165 -0.01 -0.36 -0.10
C -2.987 -1.016 3.391 -0.32 -0.13 -2.09
C -2.687 0.340 3.133 -0.63 0.32 0.35
C -2.763 0.599 1.720 -0.47 -1.08 0.23
H -2.388 1.016 3.944 -0.23 -0.13 -0.79
C -3.053 -0.678 1.085 0.50 1.23 0.87
C -3.161 -1.664 2.142 -0.62 0.46 1.27
H -3.416 -2.715 2.029 0.14 0.22 -0.17
H -3.084 -1.469 4.360 0.32 -0.15 0.16
H -2.721 1.541 1.185 -0.10 -0.02 0.34
H -3.499 -0.703 0.100 0.27 -0.43 -0.15
C 1.034 -2.083 3.808 0.13 -0.72 -1.11
C 0.015 -2.626 3.005 0.86 0.72 -0.85
C 0.312 -2.282 1.595 1.58 -0.37 1.12
H -0.818 -3.266 3.312 0.23 0.62 0.00
C 1.669 -1.649 1.636 -1.23 -1.09 0.25
C 2.081 -1.564 2.964 -0.62 0.04 -0.18
H 3.038 -1.146 3.304 -0.60 -0.05 -0.11
H 1.078 -2.077 4.889 -0.10 -0.10 -0.04
H -0.075 -2.843 0.733 0.28 0.06 0.34
H 2.246 -1.403 0.754 0.00 0.07 0.08
O 2.568 1.629 -1.921 -1.17 0.99 1.15
C 2.188 1.277 -0.546 0.95 -0.66 0.00
C 1.296 2.367 0.045 -0.12 0.24 -0.45
H 3.126 1.207 0.041 -0.31 0.00 -0.18
H 1.746 0.274 -0.585 -0.02 0.48 0.11
C 1.702 3.628 -0.794 -0.19 -0.59 0.01
H 1.472 2.530 1.117 0.05 -0.26 -0.36
H 0.228 2.088 -0.032 0.59 0.30 -0.05
C 2.617 3.069 -1.914 0.74 -0.07 -0.08
H 2.266 4.321 -0.146 -0.34 -0.11 -0.45
H 0.819 4.127 -1.215 0.27 0.01 0.20
H 3.656 3.364 -1.704 -0.04 -0.01 0.05
H 2.416 3.433 -2.931 -0.29 -0.14 0.26
N 0.040 1.265 3.697 0.33 -0.53 -1.91
C -0.035 0.750 2.640 0.34 1.34 2.51

=====

2.
53
Properties=species:S:1:pos:R:3:forces:R:3 method="wB97M-V/def2-TZVPD" spin_multiplicity=2 e_lumo_ha="-0.1633 / -0.1482" e_homo_ev="-11.794 / -10.469" total_charge=+1
O -0.663 1.311 -2.295 -0.15 0.12 0.36
C 0.558 2.071 -2.102 -0.87 -0.59 -0.33
C -0.232 3.328 -1.734 -0.62 -0.32 0.06
H 1.087 1.946 -3.047 0.45 0.76 0.22
H 1.159 1.724 -1.258 0.08 -0.31 -0.19
C -1.547 2.437 -1.982 0.82 -0.29 -0.25
H -0.026 4.227 -2.311 -0.34 -0.05 -0.06
H -0.103 3.533 -0.656 -0.19 0.22 -0.53
C -2.536 2.657 -3.150 -0.15 0.27 0.21
H -2.150 2.371 -4.137 0.34 0.10 0.43
H -2.842 3.710 -3.219 -0.01 -0.25 0.13
H -3.445 2.041 -2.996 0.49 0.38 0.03
C -2.276 2.083 -0.695 -0.09 0.15 0.68
H -1.584 1.654 0.042 0.10 0.23 -0.63
H -3.044 1.306 -0.845 0.15 0.44 -0.12
H -2.707 2.961 -0.189 -0.17 -0.18 -0.39
V 0.877 -0.748 2.397 -3.93 -2.25 1.15
C 1.082 1.161 3.242 1.80 1.13 -0.51
C 2.337 0.506 3.509 0.00 0.34 -0.58
C 2.889 0.058 2.264 0.08 1.07 0.32
H 2.802 0.361 4.489 -0.48 -0.20 -0.43
C 2.081 0.563 1.202 -0.03 0.50 0.14
C 0.946 1.222 1.800 1.62 1.28 -0.73
H 0.199 1.777 1.247 0.45 -0.11 0.10
H 0.435 1.675 3.964 0.37 -0.60 -0.39
H 3.797 -0.531 2.145 -0.28 0.14 0.08
H 2.281 0.424 0.135 -0.26 -0.03 0.49
C -1.157 -1.579 3.700 -0.56 -0.25 -0.32
C -1.521 -0.174 3.421 0.81 -0.53 0.62
C -1.380 0.100 2.086 -0.68 -0.72 -0.15
H -1.806 0.493 4.208 0.23 0.44 0.19
C -1.235 -1.168 1.386 0.40 -0.10 0.20
C -1.090 -2.191 2.337 0.77 0.77 -0.14
H -0.971 -3.258 2.182 -0.08 0.22 -0.17
H -1.574 -2.146 4.535 -0.12 0.22 -0.34
H -1.426 1.097 1.652 -0.65 -0.82 0.26
H -1.391 -1.293 0.326 0.38 -0.02 -0.13
O 1.190 -1.917 -1.453 0.43 -1.04 -2.84
C 0.090 -1.607 -2.379 -0.51 0.74 0.71
C 0.416 -1.997 -3.832 0.30 -0.08 0.48
H -0.126 -0.532 -2.389 0.05 -0.60 0.67
H -0.780 -2.163 -1.965 0.21 0.22 -0.55
C 1.527 -3.065 -3.668 -0.01 0.31 0.03
H 0.756 -1.130 -4.427 -0.09 -0.37 0.44
H -0.502 -2.367 -4.306 0.36 -0.06 0.03
C 1.733 -3.140 -2.125 -0.65 -0.30 0.47
H 2.439 -2.795 -4.231 -0.40 -0.13 0.37
H 1.151 -4.031 -4.047 0.45 0.30 0.25
H 2.765 -3.347 -1.792 -0.54 0.33 -0.11
H 1.064 -3.970 -1.817 0.51 0.27 0.26
Se 1.227 -0.871 7.042 -0.25 -0.22 -0.17
C 0.749 -1.292 5.457 -0.04 -0.01 -1.56
N 0.477 -1.488 4.277 0.52 -0.51 2.24

=====

3.
61
Properties=species:S:1:pos:R:3:forces:R:3 method="wB97M-V/def2-TZVPD" e_lumo_ha=-0.3008 e_above_lowest_kj_mol=0.00 e_homo_ev=-15.679 total_charge=+2
Ti -0.380 0.121 -0.005 0.18 0.11 0.30
C 2.498 -3.275 -1.427 0.05 -0.03 -0.02
C 2.007 -1.889 -1.854 -0.08 0.03 0.04
C 2.504 -1.520 -3.255 0.05 -0.02 -0.03
C 2.447 -0.855 -0.865 -0.18 0.14 0.10
C 3.726 -0.494 -0.492 0.18 0.04 0.05
C 3.581 0.523 0.443 0.16 0.06 0.05
N 2.292 0.780 0.633 -0.24 -0.09 -0.11
N 1.566 -0.072 -0.174 0.44 -0.20 -0.16
B 1.555 1.750 1.605 -0.02 -0.03 -0.04
N 0.611 2.630 0.731 0.08 -0.23 -0.29
C 0.558 3.947 0.590 0.01 0.13 0.13
C -0.238 4.271 -0.503 0.11 0.14 0.00
C -0.648 3.071 -1.044 0.01 -0.20 0.17
N -0.145 2.058 -0.277 -0.11 0.70 0.08
C -1.447 2.797 -2.282 -0.02 0.04 0.02
C -1.308 3.945 -3.285 0.00 -0.01 0.01
C -1.022 1.469 -2.901 0.05 0.01 -0.16
N 0.668 0.853 2.517 0.01 -0.22 -0.32
C 0.676 0.642 3.821 0.01 0.03 0.18
C -0.182 -0.414 4.131 0.08 0.10 0.14
C -0.706 -0.844 2.935 0.08 0.10 -0.19
N -0.188 -0.058 1.935 -0.09 0.04 0.40
C -1.624 -1.993 2.662 -0.08 0.01 -0.02
C -2.326 -2.453 3.938 0.00 -0.04 0.01
C -0.862 -3.153 2.009 0.07 -0.05 0.04
H 2.139 -4.025 -2.130 0.00 0.01 0.00
H 2.146 -3.544 -0.430 -0.01 0.02 -0.01
H 3.589 -3.314 -1.424 -0.02 0.00 0.00
H 0.913 -1.903 -1.868 -0.03 0.01 0.01
H 3.594 -1.535 -3.293 -0.02 0.00 0.00
H 2.170 -0.528 -3.562 -0.02 -0.01 0.02
H 2.134 -2.245 -3.979 0.01 0.00 0.00
H 4.652 -0.912 -0.851 -0.02 0.02 0.01
H 4.330 1.080 0.988 -0.02 -0.03 -0.03
H 2.309 2.414 2.243 -0.06 -0.06 -0.05
H 1.101 4.585 1.271 -0.02 0.00 -0.04
H -0.453 5.260 -0.869 0.02 -0.02 0.00
H -2.500 2.732 -1.987 -0.02 -0.03 0.00
H -0.273 4.054 -3.613 -0.02 -0.01 0.00
H -1.639 4.895 -2.866 -0.01 -0.03 0.01
H -1.925 3.740 -4.158 0.02 0.01 0.00
H 0.060 1.430 -3.054 -0.01 -0.01 0.03
H -1.489 1.320 -3.875 -0.05 0.04 0.02
H -1.349 0.608 -2.310 0.03 -0.08 0.08
H 1.290 1.255 4.465 -0.02 -0.04 0.00
H -0.389 -0.810 5.110 0.02 0.01 -0.01
H -2.398 -1.640 1.971 0.01 0.02 -0.04
H -1.605 -2.862 4.648 -0.02 0.00 -0.01
H -3.036 -3.244 3.703 0.01 0.00 0.00
H -2.871 -1.642 4.424 0.02 0.00 -0.03
H -0.156 -3.579 2.724 -0.01 -0.01 -0.01
H -0.296 -2.854 1.124 -0.03 0.04 -0.01
H -1.557 -3.936 1.708 0.00 -0.01 0.03
Cl -4.312 -0.054 -1.908 0.05 0.03 -0.06
C -3.655 -0.613 -0.394 -0.07 0.19 0.09
Cl -2.871 0.744 0.526 -0.37 -0.03 -0.14
C -2.616 -1.699 -0.644 0.51 0.36 -0.13
O -2.869 -2.835 -0.780 0.05 -0.22 0.00
O -1.319 -1.185 -0.723 -0.65 -0.72 -0.17
H -4.459 -0.994 0.228 0.01 -0.01 0.07

=====

4.
60
Properties=species:S:1:pos:R:3:forces:R:3 method="wB97M-V/def2-TZVPD" e_lumo_ha=0.0231 e_homo_ev=-8.966 total_charge=0 smiles="CN(C)C(=O)CC(=O)O[C@H](CCF)C(F)(F)CC[Si](C)(C)c1ccccc1.ClC(Cl)Cl"
C -3.309 -3.062 -0.263 -0.35 0.02 -0.23
N -3.816 -1.760 0.193 0.76 -0.11 -0.54
C -4.339 -0.989 -0.952 -0.27 0.39 0.47
C -2.834 -1.075 0.913 0.00 0.13 0.21
O -1.711 -1.497 1.065 -0.02 -0.21 0.23
C -3.255 0.218 1.608 -0.48 -0.11 -0.47
C -3.368 1.404 0.677 -0.17 -0.12 -0.20
O -4.293 2.168 0.672 0.13 0.32 0.20
O -2.332 1.487 -0.181 0.59 0.01 0.56
C -1.972 2.799 -0.624 -0.33 0.28 -0.48
C -2.649 3.149 -1.950 0.01 -0.31 -0.13
C -2.208 2.369 -3.179 -0.15 0.15 -0.15
F -2.113 1.004 -2.924 -0.05 0.01 0.00
C -0.447 2.935 -0.642 -0.03 0.03 0.23
F -0.228 4.211 -1.129 0.10 -0.15 -0.08
F 0.108 2.068 -1.537 -0.01 0.15 -0.05
C 0.267 2.820 0.691 -0.49 -0.12 0.29
C 0.316 1.388 1.252 0.29 0.05 -0.39
Si 1.899 0.875 2.158 -0.17 -0.29 0.23
C 1.380 0.340 3.882 -0.18 0.07 -0.34
C 3.121 2.289 2.282 -0.15 0.11 0.00
C 2.626 -0.599 1.247 0.05 0.25 0.16
C 2.501 -1.899 1.741 0.15 -0.04 -0.21
C 3.008 -2.977 1.024 -0.07 0.10 -0.11
C 3.643 -2.764 -0.191 0.12 -0.02 -0.03
C 3.788 -1.475 -0.690 -0.06 0.12 0.07
C 3.277 -0.401 0.023 -0.12 -0.21 0.20
H -2.407 -2.958 -0.869 0.10 -0.03 0.12
H -4.077 -3.517 -0.888 -0.06 -0.02 0.11
H -3.123 -3.709 0.589 0.16 0.03 0.01
H -5.034 -1.611 -1.507 0.01 -0.04 -0.03
H -4.888 -0.115 -0.602 -0.09 -0.04 0.02
H -3.537 -0.631 -1.603 0.01 -0.18 -0.12
H -4.231 0.108 2.077 0.01 -0.07 0.01
H -2.508 0.419 2.371 0.07 0.08 -0.04
H -2.331 3.525 0.110 0.00 -0.05 0.05
H -3.720 3.007 -1.805 0.00 0.01 0.11
H -2.487 4.205 -2.168 -0.01 0.03 0.06
H -1.252 2.712 -3.574 0.11 -0.11 0.15
H -2.961 2.493 -3.962 0.04 0.01 -0.02
H -0.281 3.464 1.384 0.15 0.13 -0.01
H 1.254 3.264 0.561 0.03 -0.06 -0.13
H 0.205 0.687 0.423 0.01 -0.08 0.06
H -0.532 1.187 1.906 -0.01 0.08 0.02
H 0.706 -0.514 3.774 0.07 -0.09 0.12
H 0.789 1.131 4.350 0.14 0.05 0.10
H 2.220 0.073 4.521 -0.04 -0.04 0.08
H 3.902 2.070 3.010 0.04 -0.08 -0.03
H 2.587 3.175 2.639 0.07 0.05 -0.01
H 3.598 2.545 1.336 0.00 -0.01 -0.02
H 2.006 -2.083 2.686 -0.01 0.03 0.00
H 2.891 -3.986 1.401 0.02 -0.01 0.04
H 4.035 -3.600 -0.757 -0.08 0.19 0.17
H 4.301 -1.306 -1.629 -0.02 -0.05 -0.04
H 3.366 0.607 -0.367 0.08 -0.02 -0.09
Cl 4.558 -5.509 -2.202 0.08 -0.29 -0.17
C 4.927 -4.816 -3.782 -0.03 0.08 0.03
Cl 3.480 -4.128 -4.516 0.00 -0.01 0.00
Cl 6.201 -3.604 -3.648 0.00 0.00 0.00
H 5.284 -5.612 -4.422 0.01 -0.01 0.00

=====

no.,calculated total energy (Ha)
1,-1111.8320
2,-4329.1014
3,-3052.8734
4,-3029.6839